(1)
{"formula": "C51H41F3N5O4P2RbS", "method": "ωB97M-V with the def2-TZVPD basis set", "de_lowest_kj_mol": 0.0, "gap_ev": 5.4, "total_charge": -2, "lumo_energy_ev": 3.7, "homo_energy_ev": -1.71, "total_energy_ha": -3947.57332, "symbols": ["O", "H", "C", "C", "H", "C", "H", "C", "C", "H", "C", "C", "H", "C", "C", "P", "N", "H", "H", "C", "H", "N", "C", "H", "H", "H", "P", "H", "C", "C", "H", "C", "C", "O", "C", "C", "F", "C", "N", "H", "C", "H", "H", "O", "H", "N", "C", "C", "H", "H", "C", "H", "C", "H", "N", "H", "H", "H", "C", "C", "F", "O", "C", "H", "C", "C", "C", "C", "C", "C", "Rb", "C", "C", "H", "C", "H", "C", "H", "C", "H", "C", "C", "C", "H", "C", "C", "H", "S", "H", "H", "C", "C", "C", "H", "H", "H", "C", "H", "C", "C", "H", "C", "H", "H", "C", "H", "F", "C"], "xyz": [[1.88158, -4.15322, -0.07150], [-4.85036, 5.01775, -1.22214], [2.88492, -4.82111, -0.38375], [3.06854, -4.91745, -1.94665], [-2.88659, -4.69028, -2.35344], [-2.34645, 2.44159, 0.20849], [-2.43752, 2.55151, 3.08867], [5.42838, 2.07288, 2.15563], [-2.84463, -4.67340, 0.97252], [-3.80848, -4.95593, 0.57002], [4.58668, 1.81597, 1.06390], [-2.11438, -1.92610, -7.45409], [-1.55733, 3.47835, 5.19837], [2.76162, 5.12335, -0.86360], [-3.54194, 2.01282, -0.36013], [-0.91839, -1.30599, 2.25524], [1.51338, 0.03950, -2.78945], [-2.89133, -0.06031, 1.60866], [5.61124, 3.09363, 2.48814], [0.87728, 2.00964, 2.57042], [-2.50487, -2.15314, -8.43935], [-0.76977, -1.61857, -2.49177], [-2.48192, -1.28152, -5.15987], [-3.15255, -1.00574, -4.35347], [-2.09080, -0.75090, 0.18944], [0.22179, -5.98515, 1.59247], [-1.05868, 1.28764, 0.77144], [-2.03144, -6.65257, 0.81550], [-2.05497, 3.80495, 0.24830], [0.49523, 3.06671, 4.69908], [1.54960, 1.61164, 1.81888], [0.43344, 0.13718, -3.55874], [1.05988, 2.33258, -4.26960], [3.72012, -5.42648, 0.28897], [0.17504, 1.26831, -4.32935], [2.17228, 2.23716, -3.45035], [4.17475, -5.58881, -2.33155], [4.71626, 4.15613, 0.11274], [-3.50354, -3.89011, -2.37553], [-3.75452, 0.95447, -0.44437], [-2.91516, -1.29046, 4.24779], [4.75464, -1.53447, 1.05104], [5.76472, 4.19750, 0.37962], [0.53721, -1.01492, 2.23791], [2.43807, 2.53321, 3.93261], [2.69573, 2.90505, 0.03078], [-1.84052, -5.62727, 1.10933], [2.11164, 3.93319, -0.56858], [-0.06591, -2.28009, -8.00378], [0.81307, -1.74263, -5.76164], [-1.11395, -1.34487, -4.91570], [3.18333, 0.95293, -2.02723], [1.36901, 2.53925, 3.75638], [6.64174, 1.21664, 3.71240], [-1.56933, -2.73863, -2.58143], [0.87304, 3.22965, -4.84933], [0.27673, -0.21576, 4.56971], [2.87946, 3.05044, -3.35272], [-4.44177, 2.94037, -0.86947], [-0.33552, -3.94868, 1.92268], [2.02218, -5.55262, -2.52728], [0.03846, 1.12166, -0.20401], [3.98344, 2.99010, 0.37973], [1.06816, 3.78221, -0.83458], [-4.15112, 4.29502, -0.81857], [-0.52766, -1.00809, -3.58258], [-1.21744, -0.15886, 6.12887], [4.10138, 5.22460, -0.51079], [5.74779, -0.27678, 2.42983], [-1.91568, -0.25819, 1.15904], [1.76347, -1.26887, -0.19960], [-1.34036, -2.99461, 1.80182], [-0.58452, -5.26510, 1.56475], [-5.36206, 2.59395, -1.32268], [-2.97523, -1.56756, -6.42614], [0.65769, -3.64677, 2.22701], [4.28605, 0.52183, 0.58192], [-4.28834, -3.94939, -1.74624], [-2.53511, -0.43530, 6.46088], [-2.90349, -0.21101, 7.45487], [-2.59408, -3.35235, 1.29946], [-0.74840, -1.99370, -7.21260], [-1.59489, -1.00588, 3.91028], [0.88391, 3.47893, 5.62324], [-0.87510, 3.07156, 4.46172], [-0.25282, -1.69454, -5.95217], [-0.71062, 1.31286, -4.95024], [-3.75289, -1.32088, -1.69909], [2.23776, 5.93135, -1.35907], [-4.41494, -1.22163, 5.77821], [6.00884, 1.02571, 2.85205], [-0.49519, 2.01419, 2.33350], [-0.74456, -0.44044, 4.85446], [6.18270, -1.11616, 2.96518], [-2.71917, 5.78508, -0.22924], [-0.55373, 0.29034, 6.85735], [-1.36879, 2.54481, 3.27801], [-3.57475, -1.74502, 3.51610], [-3.38644, -1.00218, 5.51930], [2.35279, 1.06969, -2.72212], [4.66373, 6.12597, -0.73070], [-2.80173, -2.67949, -2.22719], [-1.12098, 4.14209, 0.68305], [-4.04325, -1.51509, -6.60160], [-2.95423, 4.72813, -0.26096], [-3.34917, -2.59802, 1.10644], [3.14927, -3.69639, -2.53054], [4.92132, -0.49253, 1.33239]]}



(2)
{"formula": "C51H41GeN6NaS2", "method": "ωB97M-V with the def2-TZVPD basis set", "multiplicity": 2, "gap_ev": [5.3, 6.7], "total_charge": -1, "lumo_energy_ev": [2.0, 2.0], "homo_energy_ev": [-3.28, -4.72], "total_energy_ha": -5332.30096, "symbols": ["H", "C", "H", "H", "C", "H", "H", "C", "H", "N", "H", "C", "H", "C", "H", "C", "H", "H", "C", "H", "C", "C", "S", "H", "H", "H", "H", "C", "C", "H", "C", "C", "C", "C", "C", "H", "C", "N", "C", "N", "H", "C", "C", "H", "H", "C", "C", "C", "C", "C", "C", "C", "H", "C", "H", "Na", "H", "H", "H", "C", "Ge", "C", "H", "C", "H", "H", "C", "N", "C", "H", "H", "C", "H", "H", "C", "N", "H", "C", "S", "C", "C", "H", "H", "H", "H", "C", "C", "C", "C", "C", "C", "H", "C", "N", "C", "H", "C", "C", "H", "C", "C", "C"], "xyz": [[-3.25609, -3.17936, -0.35968], [-5.09789, 3.02853, -1.00202], [8.01397, -0.25110, -5.84797], [-4.61340, 0.04332, 5.30134], [-1.22746, -0.04829, 2.35616], [-2.43439, 4.11234, 3.53236], [5.80628, -1.82127, -0.64185], [1.48833, 3.39500, -0.66083], [-5.88807, 2.47592, 2.23682], [0.62522, 2.76350, -1.10382], [1.42506, -9.20192, -2.10328], [-3.93395, 1.07850, 3.54969], [-0.12082, -4.10462, -2.56271], [2.50065, 4.16906, -0.06383], [-8.14960, 2.77130, 1.33010], [2.73673, 4.00140, 1.32141], [-1.85008, -1.58456, 3.71967], [-3.55623, 4.93516, -0.48432], [1.24263, -8.23638, -1.64674], [-0.35768, 3.47554, 1.96691], [4.22783, -3.43792, -1.90949], [-3.52280, -1.16739, -1.05150], [2.50435, -0.08471, -0.62707], [-4.25746, 0.28436, 2.88374], [-4.00518, -1.45865, -1.97608], [1.20400, 2.10042, 2.75872], [5.22167, -3.57251, -2.34041], [0.92396, -5.84998, -1.87539], [1.10733, -8.13183, -0.27167], [9.03756, -1.58637, -4.03318], [-1.90810, 6.25821, -0.19109], [-3.10830, -2.12839, -0.14862], [-4.13441, 0.93560, 4.91537], [3.14870, 5.20426, -0.78594], [-2.41073, -1.74497, 0.98585], [0.92954, -4.85186, -3.77613], [7.30525, -1.46824, -2.76570], [1.87171, -3.64260, -2.36164], [-2.69447, 0.59139, 0.41144], [3.67559, 6.05347, -1.36658], [5.70307, 0.60772, -5.58760], [-6.37515, 3.20395, -1.51643], [-0.13490, 5.45603, 1.21470], [-6.50778, 3.41879, -2.56994], [-2.76479, 3.85161, 5.95302], [2.72250, -1.60470, -1.34657], [-7.47970, 3.10857, -0.67950], [0.53380, 1.28274, 3.00188], [-3.09820, 3.07057, 5.28060], [-4.88751, 2.75452, 0.35388], [-2.03981, 4.02863, 0.74898], [6.00989, -0.99322, -2.61240], [3.35298, -3.50468, -3.85513], [0.79462, -5.75141, -0.48894], [3.28097, -5.03857, -2.96501], [-0.01224, 0.77245, -0.52581], [1.47420, 0.87465, 4.87848], [7.75483, -2.04990, -1.96725], [0.78362, -6.79538, 1.38072], [5.19805, -1.27010, -1.36924], [-3.08492, 2.41669, 1.08900], [-2.16528, -0.40348, 1.25660], [1.18046, -9.01483, 0.35118], [1.15202, -7.09699, -2.44191], [-3.85590, 1.81974, 6.85304], [-0.14674, 7.39034, 0.28665], [-6.01118, 2.66695, 1.17766], [2.90962, 3.88519, 2.46089], [-0.18270, -0.44944, 4.46464], [-8.47773, 3.24424, -1.07732], [-0.10625, -1.00369, 5.39222], [8.02866, -1.20539, -3.92642], [0.82569, 5.59860, 1.69568], [4.17950, -4.00056, -0.96601], [-3.71155, 1.93233, 5.78536], [-0.40896, 0.98200, 2.10267], [4.42703, 0.12472, -3.52040], [0.68742, 0.59338, 4.19250], [0.01177, -2.12057, -1.17935], [3.19039, -3.95391, -2.86644], [-3.32876, 0.17828, -0.76277], [0.62696, -4.77237, -0.04975], [-1.98127, -2.50385, 1.62783], [-4.25130, 3.11382, -1.67701], [-3.73418, 0.91370, -1.44398], [-1.15126, -0.77953, 3.53424], [-3.32322, 2.21986, 3.02327], [0.83840, -4.59520, -2.71496], [1.62036, -2.47238, -1.66254], [-7.29441, 2.83957, 0.66846], [-0.68278, 6.45972, 0.42713], [-2.34039, 7.03742, -0.80761], [5.43949, -0.24590, -3.64244], [4.00364, -2.02802, -1.69125], [6.15562, 0.02037, -4.79760], [1.25953, -7.17872, -3.51891], [-0.80616, 4.25127, 1.36598], [-2.58841, 5.05786, -0.01923], [4.88799, -0.33828, -0.90075], [-2.90873, 3.21411, 3.90979], [0.88489, -6.88388, 0.30539], [7.45496, -0.45981, -4.94397]]}